[1]
{"formula": "C18H36N2O2", "method": "the ωB97M-V functional and the def2-TZVPD basis", "e_tot_ha": -966.77585, "e_above_lowest_kj_mol": 1976.65, "fmax_ha_per_bohr": 0.3532, "symbols": ["C", "C", "C", "C", "C", "C", "C", "H", "H", "C", "C", "H", "H", "C", "C", "O", "N", "H", "N", "H", "H", "C", "H", "H", "C", "C", "C", "C", "C", "C", "H", "H", "H", "H", "H", "H", "H", "H", "H", "H", "H", "H", "O", "H", "H", "H", "H", "H", "H", "H", "H", "H", "H", "H", "H", "H", "H", "H"], "xyz": [[7.56779, 0.12568, -1.53213], [7.53476, 0.54947, -0.16530], [6.13166, 0.44560, 0.36969], [4.98758, 1.22965, -0.28473], [3.60339, 1.05142, 0.29828], [2.81683, -0.20683, 0.38463], [1.39174, -0.21898, 1.13048], [0.82987, 0.64119, 0.30686], [1.50673, 0.27210, 1.90652], [0.86449, -1.52493, 0.93923], [-0.67771, -1.24513, 1.49246], [-0.74861, -0.80380, 2.32029], [-0.90849, -2.65654, 1.54758], [-1.59609, -0.72490, 0.53440], [-1.72138, -1.71304, -0.86445], [-2.19789, -2.86985, -0.59652], [-1.24710, -1.28347, -1.83307], [-1.08709, -0.19611, -1.86970], [-1.30924, -1.66676, -3.19471], [-2.17529, -2.42985, -2.89590], [-0.59870, -2.28818, -3.42781], [-3.12718, -0.62627, 1.29033], [-3.34642, -1.62587, 1.40227], [-3.00193, -0.13336, 2.25671], [-4.05151, 0.13067, -0.00352], [-3.72921, 1.48979, 0.11000], [-4.85460, 1.93103, -0.77696], [-6.22780, 2.02267, -0.25854], [-6.59413, 0.32568, 0.01110], [-5.42241, -0.32379, 0.85960], [-5.62890, -1.24813, 0.80502], [-5.55672, 0.10520, 1.67052], [-6.44995, -0.05516, -1.07156], [-7.52987, 0.05496, 0.29461], [-7.04394, 2.24419, -0.88123], [-6.31814, 2.53131, 0.79353], [-4.76259, 1.70473, -1.95376], [-4.68203, 3.21035, -0.57727], [-2.83842, 1.71213, -0.27311], [-3.97443, 2.04336, 1.21095], [-3.91169, -0.56142, -0.60133], [-1.41206, 0.25764, 0.45396], [1.49771, -2.44637, 1.71534], [1.57087, -2.25540, 2.63194], [0.72617, -1.81493, -0.14430], [2.93648, -0.45498, -0.73329], [3.54196, -1.00430, 0.86752], [3.84977, 1.32762, 1.54494], [2.96355, 2.09285, -0.08711], [4.66103, 1.03713, -1.25068], [5.33259, 2.33774, -0.29437], [5.71249, -0.64672, 0.21156], [6.17802, 0.62237, 1.37085], [8.14925, -0.10342, 0.54297], [7.77504, 1.54390, 0.04638], [8.59426, 0.30592, -1.73159], [7.18058, -0.97104, -1.80424], [6.82687, 0.75318, -2.21339]]}

***

[2]
{"formula": "C3H3CeLiO3", "method": "the ωB97M-V functional and the def2-TZVPD basis", "e_tot_ha": -823.88141, "spin_multiplicity": 3, "fmax_ha_per_bohr": 0.0629, "s2": 2.001, "total_charge": 2, "symbols": ["O", "C", "C", "O", "C", "O", "Ce", "H", "H", "H", "Li"], "xyz": [[0.41142, -0.20418, 0.88038], [0.55093, -1.14724, -0.12536], [1.12551, -0.82706, -1.28799], [-1.43003, 0.60633, -0.10401], [-0.49081, 0.79295, 0.68464], [-0.20015, 1.87557, 1.24229], [-1.17445, 3.47204, 3.07965], [0.22690, -2.15415, 0.15175], [1.27187, -1.59357, -2.04956], [1.58380, 0.14950, -1.45165], [-1.87500, -0.97019, -1.02015]]}

***

[3]
{"formula": "C4H19NO6V", "method": "the ωB97M-V functional and the def2-TZVPD basis", "e_tot_ha": -1613.69254, "spin_multiplicity": 5, "fmax_ha_per_bohr": 0.1065, "s2": 6.014, "total_charge": 1, "symbols": ["V", "O", "H", "O", "H", "C", "C", "C", "O", "C", "N", "H", "H", "H", "H", "H", "H", "H", "H", "H", "H", "H", "O", "H", "H", "O", "H", "H", "O", "H", "H"], "xyz": [[-1.29316, -0.85421, 1.27176], [-1.69598, 0.84350, 2.49926], [-2.50080, 1.38675, 2.39120], [0.21840, -1.09165, 2.84448], [0.31270, -2.00068, 3.18989], [1.90144, -1.24891, -0.32266], [1.30972, 0.20514, -0.29705], [1.96435, 1.09412, -1.39256], [1.60942, 2.45748, -1.23728], [2.29621, 3.41096, -2.12717], [-0.09370, 0.18778, -0.34493], [2.97433, -1.27681, -0.13225], [1.80078, -1.74259, -1.28922], [1.39608, -1.92904, 0.36300], [1.66264, 0.60633, 0.65300], [1.64386, 0.75977, -2.37927], [3.04259, 0.97996, -1.50414], [3.37983, 3.36429, -2.23528], [2.14713, 4.43164, -1.77490], [1.94938, 3.43545, -3.16023], [-0.09947, 0.04175, -1.34430], [-0.22285, 1.18898, -0.31273], [-1.32194, -2.77801, 0.04171], [-0.92875, -3.60515, 0.32003], [-1.81132, -2.99951, -0.75055], [-2.94730, -1.58337, 2.51950], [-3.40300, -1.04576, 3.16723], [-3.56984, -2.27749, 2.30298], [-2.94786, -0.10088, -0.08730], [-2.88749, 0.39116, -0.90612], [-3.88541, -0.25099, 0.03390]]}

***

[4]
{"formula": "C5H13N", "method": "the ωB97M-V functional and the def2-TZVPD basis", "e_tot_ha": -252.79603, "e_above_lowest_kj_mol": 701.16, "fmax_ha_per_bohr": 0.0368, "symbols": ["C", "C", "C", "C", "N", "C", "H", "H", "H", "H", "H", "H", "H", "H", "H", "H", "H", "H", "H"], "xyz": [[1.90244, 1.29762, 0.31043], [1.94117, 0.22780, -0.75776], [0.90766, -0.75663, -0.85924], [-0.16285, -0.97845, 0.26437], [-0.85550, 0.19263, 0.62918], [-1.75617, 0.53101, -0.44179], [1.81071, 2.26318, -0.19931], [2.67238, 1.33763, 1.07123], [0.90249, 1.21908, 0.77450], [2.69076, 0.31908, -1.53341], [1.99747, -0.83121, -0.13175], [-0.68798, -1.82643, -0.21308], [0.71592, -1.27819, -1.79433], [-3.45124, -0.91050, 2.01426], [0.36677, -1.43210, 1.12259], [-2.99095, -1.46531, 2.11122], [-2.42090, -0.25882, -0.84236], [-2.35710, 1.41007, -0.17865], [-1.22505, 0.93953, -1.34609]]}

***

[5]
{"formula": "C19H42N2O3Zn", "method": "the ωB97M-V functional and the def2-TZVPD basis", "e_tot_ha": -2862.93023, "fmax_ha_per_bohr": 0.0353, "total_charge": 2, "symbols": ["Zn", "C", "C", "O", "O", "H", "H", "H", "C", "O", "H", "H", "H", "C", "C", "C", "N", "C", "C", "C", "C", "C", "H", "H", "H", "H", "H", "H", "H", "H", "H", "H", "H", "H", "H", "H", "H", "H", "H", "H", "C", "C", "C", "N", "C", "C", "C", "C", "C", "H", "H", "H", "H", "H", "H", "H", "H", "H", "H", "H", "H", "H", "H", "H", "H", "H", "H"], "xyz": [[1.27498, -3.73829, 3.24043], [4.06384, -1.33033, -1.27506], [5.49650, -0.97924, -1.05232], [5.88470, -0.68104, 0.10602], [6.28482, -0.87042, -2.00862], [3.82610, -1.45913, -2.33572], [3.36327, -0.65069, -0.79295], [3.84374, -2.34687, -0.92132], [1.26519, -1.16765, 1.63419], [1.10723, -2.01679, 2.72685], [0.61190, -1.51894, 0.81185], [0.91236, -0.15546, 1.84955], [2.27296, -1.18250, 1.21249], [-4.45713, -1.74980, 1.75458], [-3.43585, -2.56901, 0.94806], [-3.73700, -2.37859, -0.52731], [-2.75327, -2.97133, -1.49053], [-2.82107, -4.46288, -1.41385], [-1.33598, -2.50373, -1.17861], [-0.56430, -2.88522, -2.44817], [-1.61405, -2.80501, -3.58687], [-2.94162, -2.48484, -2.89455], [-4.19745, -0.69179, 1.80904], [-4.56326, -2.10759, 2.77613], [-5.44657, -1.84316, 1.29970], [-3.68884, -3.60309, 1.20253], [-2.45885, -2.33599, 1.36753], [-3.77698, -1.30820, -0.73532], [-4.69028, -2.86796, -0.71744], [-2.71542, -4.74182, -0.37180], [-2.04047, -4.90672, -2.02073], [-3.79642, -4.76064, -1.79172], [-1.03950, -3.02453, -0.27693], [-1.40879, -1.42084, -1.10048], [-0.08586, -3.85523, -2.32536], [0.25315, -2.18368, -2.60645], [-1.59978, -3.68080, -4.22880], [-1.35776, -1.96537, -4.23190], [-3.78709, -2.99132, -3.35295], [-3.09822, -1.41207, -2.82613], [4.43257, 2.14537, 1.53050], [3.25829, 2.66397, 0.65823], [2.30856, 3.44691, 1.54805], [0.97893, 3.75238, 0.91143], [1.16002, 4.48673, -0.37464], [0.13658, 4.59339, 1.81221], [-1.30774, 4.41793, 1.33442], [-1.30339, 3.09247, 0.54807], [0.10175, 2.53935, 0.73018], [5.33926, 2.05330, 0.93693], [4.21458, 1.15431, 1.92322], [4.65509, 2.83321, 2.34713], [2.72747, 1.79564, 0.26416], [3.66221, 3.29152, -0.13240], [2.74445, 4.38227, 1.89322], [2.04681, 2.82878, 2.41020], [0.18491, 4.68963, -0.80572], [1.73828, 3.88790, -1.07032], [1.66500, 5.42529, -0.16285], [0.46498, 5.63009, 1.82896], [0.24641, 4.22296, 2.83266], [-1.60080, 5.23278, 0.67001], [-2.01193, 4.50001, 2.15823], [-1.52076, 3.24556, -0.50768], [-2.04116, 2.37284, 0.90188], [0.42371, 1.90491, -0.09098], [0.24700, 2.01907, 1.67782]]}

***

[6]
{"formula": "C51H87BClN2O11", "method": "the ωB97M-V functional and the def2-TZVPD basis", "e_tot_ha": -3417.67676, "fmax_ha_per_bohr": 0.0735, "total_charge": -1, "symbols": ["C", "C", "C", "C", "C", "C", "C", "O", "B", "C", "C", "C", "O", "N", "C", "C", "C", "C", "C", "C", "C", "C", "C", "C", "C", "C", "C", "C", "O", "C", "Cl", "C", "C", "N", "H", "H", "H", "H", "H", "H", "H", "H", "H", "H", "H", "H", "H", "H", "H", "H", "H", "H", "H", "H", "H", "H", "H", "H", "H", "H", "H", "H", "H", "H", "H", "H", "H", "H", "H", "H", "H", "H", "H", "C", "C", "O", "C", "H", "H", "H", "H", "H", "H", "C", "C", "O", "C", "H", "H", "H", "H", "H", "H", "C", "C", "O", "C", "H", "H", "H", "H", "H", "H", "C", "C", "O", "C", "H", "H", "H", "H", "H", "H", "C", "C", "O", "C", "H", "H", "H", "H", "H", "H", "C", "C", "O", "C", "H", "H", "H", "H", "H", "H", "C", "C", "O", "C", "H", "H", "H", "H", "H", "H", "C", "C", "O", "C", "H", "H", "H", "H", "H", "H"], "xyz": [[1.48244, 0.64504, 0.86836], [-0.10102, 0.65869, 0.63023], [-0.43725, 0.32434, -0.87649], [-0.97474, -1.15313, -1.18798], [0.03975, -1.64357, -2.29881], [-0.41163, -2.88031, -3.16066], [-1.63325, -2.55930, -4.14122], [-2.32960, -0.86865, -1.61718], [-3.30435, -0.81974, -0.48259], [-4.64750, -1.63759, -0.96634], [-4.54038, -2.33146, -2.37221], [-6.01058, -2.78763, -2.75528], [-6.76314, -2.00332, -3.31613], [-6.52254, -4.12012, -2.52210], [-5.85573, -4.83786, -1.45079], [-4.76491, -5.77962, -1.74575], [-4.05493, -6.51811, -0.69687], [-4.37598, -6.33947, 0.72265], [-5.48087, -5.41030, 1.03019], [-6.19660, -4.70194, -0.02335], [-3.54284, 0.69204, 0.19625], [-4.93099, 0.87103, 0.86126], [-5.42691, 0.14961, 2.02260], [-6.77155, 0.47860, 2.54768], [-7.63809, 1.48581, 1.96807], [-9.06068, 1.86190, 2.49358], [-7.14960, 2.21472, 0.78052], [-5.83123, 1.89776, 0.26818], [-2.44834, -1.46446, 0.58471], [-1.33495, -2.12365, 0.02716], [-2.11627, -3.78800, -0.37665], [-0.20276, -2.56388, 1.03458], [-0.76309, -2.92411, 2.47666], [-0.17033, -2.05370, 3.55341], [1.62897, 0.84507, 1.96675], [1.86235, 1.56688, 0.31066], [1.95286, -0.30492, 0.51757], [-0.39089, 1.74233, 0.78980], [-0.66339, 0.08095, 1.40015], [0.48921, 0.59664, -1.46569], [-1.20718, 1.07357, -1.21089], [0.97814, -1.95248, -1.75453], [0.29375, -0.83362, -3.04225], [0.45251, -3.08891, -3.86827], [-0.55404, -3.83009, -2.59246], [-2.02597, -1.52244, -4.01805], [-2.41254, -3.35854, -4.05120], [-1.26160, -2.62732, -5.20938], [-5.57447, -0.98826, -1.01325], [-4.86653, -2.38164, -0.14062], [-3.92366, -3.26251, -2.39464], [-4.21449, -1.66619, -3.20367], [-7.51625, -4.11397, -2.28658], [-4.45984, -5.97171, -2.79920], [-3.23056, -7.23345, -0.93179], [-3.81149, -6.88506, 1.51818], [-5.71311, -5.28955, 2.11540], [-7.01994, -4.00196, 0.27883], [-2.78360, 0.81473, 1.02469], [-3.30863, 1.50353, -0.54576], [-4.79215, -0.61404, 2.52074], [-7.13440, -0.06039, 3.46018], [-9.47260, 1.07731, 3.17583], [-9.72891, 1.91672, 1.58403], [-9.09513, 2.89651, 2.94091], [-7.76183, 3.01412, 0.30022], [-5.48013, 2.45725, -0.63097], [0.19758, -3.53701, 0.62627], [0.67256, -1.87176, 1.07998], [-0.46609, -3.98963, 2.70960], [-1.87432, -2.83731, 2.53581], [-0.96383, -1.80528, 4.15385], [0.42904, -2.66778, 4.11283], [-3.40729, -9.46017, 4.45471], [-3.39504, -9.46348, 2.94728], [-2.97130, -8.51897, 2.31869], [-3.93138, -10.68890, 2.25302], [-2.99387, -8.51873, 4.81699], [-4.43205, -9.55621, 4.81877], [-2.79514, -10.28096, 4.83364], [-4.97924, -10.83895, 2.51992], [-3.34244, -11.56412, 2.53474], [-3.86130, -10.55194, 1.17378], [1.35816, 5.64387, -0.60829], [2.62917, 4.84329, -0.51591], [2.70405, 3.72007, -0.97137], [3.80645, 5.49197, 0.16516], [0.59684, 5.05399, -1.12085], [0.99791, 5.88680, 0.39365], [1.53480, 6.56032, -1.17885], [3.55501, 5.72768, 1.19964], [4.09123, 6.40066, -0.36900], [4.65189, 4.80215, 0.15909], [6.25494, 5.88820, 3.60777], [4.91250, 6.45936, 3.97324], [4.17441, 6.93250, 3.13358], [4.51978, 6.42054, 5.42843], [6.40709, 5.98092, 2.53171], [7.04308, 6.44130, 4.12420], [6.29583, 4.83068, 3.87745], [5.23574, 6.99256, 6.02183], [4.48451, 5.38666, 5.77655], [3.53062, 6.86436, 5.54797], [6.74185, 9.73656, 5.79909], [8.01390, 8.93490, 5.90837], [8.09360, 7.81223, 5.45683], [9.18370, 9.58488, 6.60138], [5.98604, 9.14787, 5.27861], [6.36980, 9.98195, 6.79576], [6.92571, 10.65033, 5.23110], [8.91911, 9.82351, 7.63325], [9.47458, 10.49210, 6.06849], [10.02851, 8.89588, 6.60696], [4.72296, 0.08704, 1.43117], [6.03691, -0.57285, 1.75269], [6.95886, 0.05089, 2.23825], [6.16206, -2.04408, 1.44654], [4.77199, 1.14207, 1.70142], [4.51864, 0.00926, 0.36195], [3.92129, -0.38324, 2.00252], [6.02022, -2.21507, 0.37769], [5.42199, -2.60719, 2.01807], [7.15822, -2.38816, 1.72768], [2.02025, -5.29039, -2.62326], [3.24805, -4.45028, -2.38239], [3.19884, -3.42723, -1.73403], [4.54498, -4.93458, -2.98197], [1.16383, -4.82652, -2.13742], [1.82113, -5.35837, -3.69462], [2.16511, -6.28733, -2.20100], [4.45539, -4.98759, -4.06878], [4.79831, -5.91642, -2.57727], [5.34303, -4.23528, -2.73003], [0.28888, -0.99183, -7.22598], [1.56836, -1.77891, -7.10889], [1.65977, -2.90626, -7.54677], [2.73156, -1.10740, -6.42418], [-0.46116, -1.59536, -7.73747], [-0.08325, -0.73960, -6.23101], [0.46173, -0.08278, -7.80595], [2.46464, -0.85926, -5.39480], [3.01234, -0.20332, -6.96809], [3.58417, -1.78708, -6.41066], [2.25870, 8.07419, -4.73448], [1.12537, 7.67451, -3.82464], [1.18937, 7.84403, -2.62563], [-0.09017, 7.05556, -4.46396], [3.06481, 8.50454, -4.13975], [2.64072, 7.19706, -5.26022], [1.91415, 8.82189, -5.45147], [0.18846, 6.13355, -4.97768], [-0.53835, 7.75828, -5.16919], [-0.82292, 6.81837, -3.69254]]}